{"formula": "C24H50ClFP2PtSi2", "method": "ωB97M-V/def2-TZVPD", "de_lowest_kj_mol": 168.5, "multiplicity": 5, "s_squared": 6.0259, "homo_lumo_gap_ev": [5.1, 5.2], "total_charge": 0, "symbols": ["Pt", "C", "C", "C", "Si", "C", "C", "Si", "H", "H", "H", "Cl", "C", "C", "C", "C", "H", "H", "H", "H", "H", "H", "H", "H", "H", "H", "H", "H", "C", "C", "P", "H", "H", "P", "H", "H", "C", "C", "C", "C", "C", "H", "C", "H", "H", "H", "H", "H", "H", "H", "C", "C", "H", "H", "H", "H", "H", "H", "H", "C", "C", "H", "H", "H", "H", "H", "H", "C", "C", "H", "H", "H", "H", "H", "H", "H", "C", "H", "H", "H", "F"], "coordinates": [[-0.901, 0.060, 0.678], [2.264, -0.169, -1.988], [1.474, -1.349, -2.074], [0.203, -0.939, -2.605], [2.055, -2.917, -1.243], [0.212, 0.476, -2.726], [1.472, 0.975, -2.283], [2.054, 2.664, -1.738], [3.301, -0.140, -1.656], [-0.606, -1.590, -2.877], [-0.613, 1.075, -3.111], [-2.763, 0.260, 2.677], [3.931, 2.693, -1.601], [1.458, 3.920, -2.991], [3.931, -2.913, -1.096], [1.469, -4.372, -2.265], [2.006, 3.745, -3.936], [1.663, 4.955, -2.667], [0.380, 3.827, -3.211], [4.245, 2.154, -0.699], [4.325, 3.720, -1.556], [4.373, 2.187, -2.470], [1.991, -4.337, -3.239], [0.384, -4.345, -2.467], [1.712, -5.335, -1.785], [4.376, -2.567, -2.039], [4.331, -3.913, -0.869], [4.240, -2.221, -0.303], [1.266, 2.816, -0.002], [1.262, -2.773, 0.491], [-0.484, 2.332, 0.360], [1.454, 3.841, 0.355], [1.860, 2.139, 0.628], [-0.489, -2.233, 0.761], [1.859, -2.001, 1.000], [1.450, -3.723, 1.015], [-0.798, -2.727, 2.524], [-1.467, -3.382, -0.357], [-1.463, 3.270, -0.939], [-0.792, 3.125, 2.012], [-0.486, 2.248, 3.232], [-1.881, 3.273, 1.971], [-0.076, 4.462, 2.216], [1.008, 4.320, 2.323], [-0.431, 4.891, 3.159], [-0.267, 5.202, 1.433], [-1.289, 1.484, 3.309], [-0.557, 2.866, 4.144], [0.485, 1.744, 3.168], [-1.046, 2.858, -1.879], [-1.156, 4.778, -0.880], [-2.985, 3.051, -0.967], [-0.086, 5.009, -0.934], [-1.590, 5.249, 0.018], [-1.626, 5.280, -1.739], [-3.229, 2.080, -1.407], [-3.449, 3.825, -1.602], [-3.439, 3.130, 0.034], [-1.052, -3.138, -1.355], [-2.990, -3.171, -0.421], [-1.158, -4.857, -0.037], [-0.086, -5.090, -0.050], [-1.625, -5.501, -0.797], [-1.591, -5.166, 0.928], [-3.234, -2.291, -1.023], [-3.443, -3.074, 0.579], [-3.454, -4.043, -0.912], [-0.490, -1.653, 3.575], [-0.082, -4.008, 2.958], [-1.887, -2.879, 2.508], [1.001, -3.849, 3.040], [-0.272, -4.874, 2.316], [-0.438, -4.266, 3.962], [0.483, -1.172, 3.423], [-0.555, -2.108, 4.579], [-1.288, -0.886, 3.526], [-2.814, 0.013, 0.150], [-2.672, -0.089, -0.931], [-3.348, -0.864, 0.538], [-3.336, 0.951, 0.370], [1.146, 0.104, 1.075]], "forces_ev_per_a": [[-2.836, 0.186, 1.728], [-0.661, -1.169, 0.645], [-0.538, -0.100, -0.722], [2.414, -1.357, 0.983], [-0.948, 0.663, -0.161], [1.782, 2.405, 0.368], [-1.881, 0.445, -1.156], [-0.954, -0.455, 0.030], [-0.238, -0.015, -0.084], [-0.266, -0.139, -0.021], [0.206, -0.158, 0.179], [-0.868, -0.025, 0.466], [-0.145, -0.022, 0.063], [0.045, 0.376, -0.221], [-0.102, 0.006, 0.070], [0.054, -0.430, -0.121], [-0.224, 0.102, 0.365], [-0.107, -0.298, -0.182], [0.453, 0.052, 0.102], [0.028, 0.129, -0.143], [-0.107, -0.299, 0.015], [-0.053, 0.162, 0.137], [-0.201, -0.037, 0.383], [0.442, -0.021, 0.092], [-0.132, 0.235, -0.220], [-0.071, -0.134, 0.167], [-0.106, 0.297, -0.033], [0.024, -0.154, -0.117], [0.288, 0.578, -0.199], [0.289, -0.642, -0.062], [2.311, 1.689, -0.593], [-0.062, -0.185, -0.039], [-0.189, 0.023, -0.045], [2.394, -1.749, -0.309], [-0.212, -0.032, -0.071], [-0.087, 0.169, -0.045], [-0.238, -0.191, 0.128], [0.082, -0.081, 0.046], [0.081, 0.084, 0.012], [-0.210, 0.186, 0.089], [-0.635, -0.544, 0.142], [0.047, 0.176, 0.194], [-0.030, 0.411, -0.040], [-0.297, -0.001, -0.038], [0.024, -0.039, -0.107], [0.219, -0.181, 0.207], [1.216, 0.727, 0.216], [0.267, -0.158, -0.364], [-0.078, 0.222, 0.031], [-0.123, 0.218, 0.416], [-0.165, 0.266, -0.160], [0.020, 0.074, -0.069], [-0.252, -0.104, 0.168], [0.148, -0.272, -0.355], [0.085, -0.211, 0.121], [-0.052, 0.191, 0.242], [0.195, -0.233, 0.229], [0.128, -0.056, -0.321], [-0.118, -0.151, 0.451], [0.021, -0.098, -0.057], [-0.165, -0.289, -0.122], [-0.259, 0.133, 0.145], [0.083, 0.231, 0.082], [0.148, 0.214, -0.399], [-0.057, -0.145, 0.277], [0.129, -0.003, -0.337], [0.198, 0.275, 0.192], [-0.614, 0.538, 0.044], [-0.024, -0.422, 0.037], [0.038, -0.138, 0.236], [-0.291, -0.009, -0.043], [0.216, 0.223, 0.169], [0.017, 0.019, -0.109], [-0.081, -0.199, 0.066], [0.254, 0.103, -0.389], [1.101, -0.603, 0.293], [-1.855, -0.251, -2.153], [-0.487, -0.041, -0.506], [-0.061, 0.634, -0.174], [-0.102, -0.623, -0.064], [1.738, 0.020, 0.325]]}


{"formula": "C24H50ClNO2P2PtSi2", "method": "ωB97M-V/def2-TZVPD", "multiplicity": 5, "s_squared": 6.0245, "homo_lumo_gap_ev": [4.7, 5.8], "total_charge": 0, "symbols": ["Pt", "C", "C", "C", "Si", "C", "C", "Si", "H", "H", "H", "Cl", "C", "C", "C", "C", "H", "H", "H", "H", "H", "H", "H", "H", "H", "H", "H", "H", "C", "C", "P", "H", "H", "P", "H", "H", "C", "C", "C", "C", "C", "H", "C", "H", "H", "H", "H", "H", "H", "H", "C", "C", "H", "H", "H", "H", "H", "H", "H", "C", "C", "H", "H", "H", "H", "H", "H", "C", "C", "H", "H", "H", "H", "H", "H", "H", "C", "H", "H", "H", "O", "N", "O"], "coordinates": [[0.266, -0.356, -0.149], [-1.367, 0.114, 2.516], [-1.806, -0.906, 1.650], [-0.634, -1.753, 1.363], [-3.534, -0.887, 0.923], [0.525, -1.113, 1.992], [0.032, 0.090, 2.688], [0.980, 1.604, 3.250], [-2.031, 0.820, 3.008], [-0.666, -2.783, 1.017], [1.488, -1.608, 2.131], [2.720, -0.581, -4.500], [-0.101, 2.863, 4.110], [2.347, 1.084, 4.401], [-4.628, 0.374, 1.751], [-4.327, -2.566, 1.062], [1.904, 0.450, 5.180], [2.761, 1.974, 4.887], [3.157, 0.525, 3.927], [-0.802, 3.332, 3.406], [0.534, 3.637, 4.560], [-0.679, 2.379, 4.908], [-4.264, -2.891, 2.107], [-3.867, -3.333, 0.433], [-5.390, -2.482, 0.806], [-4.768, 0.092, 2.800], [-5.611, 0.384, 1.270], [-4.201, 1.383, 1.720], [1.504, 2.276, 1.560], [-3.089, -0.390, -0.852], [2.026, 1.040, 0.321], [2.253, 3.065, 1.711], [0.616, 2.757, 1.117], [-1.487, -0.972, -1.495], [-2.990, 0.715, -0.810], [-3.933, -0.657, -1.505], [-1.554, -0.481, -3.284], [-1.585, -2.836, -1.542], [3.413, 0.026, 1.060], [2.919, 2.061, -0.947], [1.959, 2.395, -2.075], [3.708, 1.385, -1.315], [3.549, 3.343, -0.393], [2.774, 4.032, -0.034], [4.070, 3.848, -1.217], [4.275, 3.173, 0.410], [1.750, 1.514, -2.686], [2.402, 3.157, -2.724], [1.010, 2.794, -1.691], [2.987, -0.430, 1.965], [4.652, 0.830, 1.474], [3.770, -1.099, 0.089], [4.439, 1.631, 2.193], [5.160, 1.259, 0.601], [5.360, 0.147, 1.968], [2.910, -1.724, -0.181], [4.517, -1.759, 0.546], [4.196, -0.720, -0.846], [-1.744, -3.142, -0.498], [-0.241, -3.398, -2.002], [-2.743, -3.399, -2.372], [-3.735, -3.049, -2.062], [-2.751, -4.492, -2.251], [-2.613, -3.186, -3.439], [0.600, -3.059, -1.386], [-0.019, -3.116, -3.037], [-0.258, -4.493, -1.949], [-0.783, 0.817, -3.480], [-2.979, -0.344, -3.834], [-1.044, -1.317, -3.794], [-3.504, 0.482, -3.339], [-3.591, -1.248, -3.737], [-2.914, -0.089, -4.900], [-0.981, 1.527, -2.662], [-1.076, 1.305, -4.418], [0.290, 0.613, -3.524], [2.659, -1.738, -3.151], [1.987, -1.355, -2.366], [2.325, -2.708, -3.539], [3.680, -1.892, -2.780], [-2.344, 2.602, 1.534], [-2.050, 2.254, 0.371], [-1.299, 2.973, -0.321]], "forces_ev_per_a": [[-0.163, 0.250, 0.019], [0.242, -0.414, 0.329], [0.094, -0.344, 1.197], [0.880, 1.122, 0.350], [0.841, 0.274, -0.131], [-1.317, -0.250, -0.845], [-0.482, -0.485, 0.294], [-0.579, -0.305, -0.499], [0.279, 0.072, -0.515], [0.113, 0.329, 0.152], [-0.450, 0.194, -0.010], [-0.013, 0.041, -0.022], [-0.039, -0.093, -0.106], [0.200, 0.119, 0.155], [0.075, -0.006, 0.013], [-0.175, -0.162, 0.004], [0.093, 0.107, -0.076], [0.106, -0.171, -0.009], [-0.041, 0.056, 0.085], [0.139, -0.184, 0.139], [-0.140, -0.093, -0.026], [0.093, 0.148, -0.071], [-0.036, -0.003, -0.148], [-0.077, 0.048, 0.071], [0.120, -0.138, -0.022], [-0.062, 0.015, -0.060], [0.034, -0.020, 0.048], [0.005, -0.214, -0.044], [0.311, 0.173, 0.266], [-0.455, 0.039, 0.093], [1.231, 0.513, 1.024], [-0.046, -0.246, -0.142], [-0.023, -0.102, 0.092], [-1.304, -0.952, -0.343], [-0.156, -0.385, -0.070], [0.371, 0.118, -0.021], [0.053, -0.336, 0.036], [-0.274, 0.325, 0.023], [-0.183, 0.396, 0.081], [-0.015, -0.311, 0.037], [-0.179, 0.169, -0.330], [-0.106, 0.261, -0.040], [0.071, 0.124, -0.101], [0.196, -0.143, -0.126], [-0.043, -0.098, 0.158], [-0.248, 0.081, -0.167], [0.038, 0.188, 0.159], [-0.039, -0.080, -0.017], [0.127, -0.102, -0.056], [0.140, 0.211, -0.255], [0.205, -0.309, 0.087], [0.223, -0.294, 0.060], [-0.094, -0.141, -0.246], [-0.075, -0.103, 0.207], [-0.088, 0.177, -0.146], [0.012, 0.216, 0.151], [-0.004, 0.102, -0.072], [-0.007, 0.050, 0.145], [-0.030, 0.146, -0.324], [0.110, -0.327, -0.004], [0.059, -0.383, -0.014], [0.277, 0.115, 0.003], [-0.013, 0.178, -0.119], [-0.022, -0.049, 0.155], [-0.234, 0.073, 0.009], [-0.076, -0.060, 0.082], [-0.025, 0.114, -0.104], [0.140, 0.227, -0.036], [-0.105, 0.107, -0.149], [-0.104, 0.330, -0.066], [0.124, -0.153, -0.125], [0.170, 0.211, 0.011], [-0.008, -0.106, 0.173], [0.076, -0.101, -0.176], [0.087, -0.122, 0.107], [-0.230, 0.107, 0.029], [0.240, -0.522, 0.155], [0.307, -0.160, -0.348], [-0.139, 0.384, 0.113], [-0.370, 0.266, -0.005], [-1.387, -0.346, 2.297], [0.223, 0.315, 0.169], [1.548, 0.318, -2.592]]}


{"formula": "C24H50N6O4S", "method": "ωB97M-V/def2-TZVPD", "de_lowest_kj_mol": 69.6, "smiles": "[H]/N=C(\\N)NCCCC[C@](CN)(O[C@H](N=C=S)OCCCC)[C@@H](O)N(CCCCCOC)[C@@H](C)CC", "homo_lumo_gap_ev": 8.5, "total_charge": 0, "symbols": ["H", "N", "C", "N", "N", "C", "C", "C", "C", "C", "C", "N", "O", "C", "N", "C", "S", "O", "C", "C", "C", "C", "C", "O", "N", "C", "C", "C", "C", "C", "O", "C", "C", "C", "C", "C", "H", "H", "H", "H", "H", "H", "H", "H", "H", "H", "H", "H", "H", "H", "H", "H", "H", "H", "H", "H", "H", "H", "H", "H", "H", "H", "H", "H", "H", "H", "H", "H", "H", "H", "H", "H", "H", "H", "H", "H", "H", "H", "H", "H", "H", "H", "H", "H", "H"], "coordinates": [[-3.615, -6.216, -1.830], [-2.642, -6.128, -2.109], [-2.415, -4.927, -2.450], [-3.430, -3.927, -2.385], [-1.123, -4.564, -2.913], [-0.458, -3.581, -2.044], [0.770, -3.026, -2.741], [1.480, -2.009, -1.857], [0.887, -0.598, -1.983], [0.855, 0.212, -0.662], [0.563, 1.663, -1.046], [-0.702, 1.747, -1.794], [2.095, -0.022, 0.003], [3.129, 0.850, -0.184], [3.579, 0.883, -1.629], [4.034, 1.966, -2.041], [4.266, 3.406, -2.595], [4.178, 0.454, 0.623], [4.756, -0.796, 0.285], [5.712, -1.183, 1.400], [6.138, -2.637, 1.279], [5.098, -3.570, 1.935], [-0.338, -0.312, 0.193], [-0.041, -1.525, 0.857], [-1.033, 0.666, 1.013], [-2.449, 0.278, 1.025], [-3.397, 1.022, 1.946], [-3.753, 2.481, 1.584], [-3.492, 2.918, 0.144], [-4.367, 4.144, -0.205], [-5.470, 3.762, -1.014], [-5.175, 3.720, -2.390], [-0.485, 0.986, 2.338], [0.993, 0.677, 2.561], [-0.639, 2.508, 2.608], [-1.207, 2.832, 3.997], [-3.682, -3.714, -1.432], [-3.166, -3.076, -2.861], [-1.189, -4.169, -3.845], [-1.111, -2.758, -1.743], [-0.108, -4.116, -1.170], [0.547, -2.612, -3.723], [1.443, -3.864, -2.897], [1.500, -2.360, -0.835], [2.516, -1.953, -2.172], [-0.095, -0.627, -2.442], [1.534, -0.079, -2.683], [0.520, 2.289, -0.162], [1.347, 2.078, -1.677], [-0.537, 1.489, -2.757], [-0.984, 2.716, -1.788], [2.908, 1.866, 0.131], [5.334, -0.752, -0.634], [4.014, -1.587, 0.187], [5.289, -0.942, 2.368], [6.599, -0.567, 1.263], [6.308, -2.914, 0.245], [7.066, -2.754, 1.822], [5.438, -3.862, 2.922], [4.905, -4.470, 1.364], [4.159, -3.048, 2.083], [-1.056, -0.585, -0.563], [0.894, -1.576, 1.068], [-2.863, 0.329, 0.025], [-2.511, -0.780, 1.308], [-3.079, 1.005, 2.981], [-4.326, 0.464, 1.931], [-4.819, 2.606, 1.751], [-3.274, 3.200, 2.238], [-3.766, 2.158, -0.571], [-2.455, 3.215, 0.022], [-3.787, 4.926, -0.691], [-4.820, 4.544, 0.694], [-4.897, 2.703, -2.682], [-4.340, 4.361, -2.657], [-6.056, 3.972, -2.964], [-1.023, 0.475, 3.134], [1.257, -0.369, 2.520], [1.604, 1.284, 1.906], [1.221, 1.011, 3.568], [0.349, 2.958, 2.594], [-1.195, 2.986, 1.813], [-1.831, 2.037, 4.384], [-0.371, 2.913, 4.686], [-1.710, 3.791, 4.024]], "forces_ev_per_a": [[-0.120, -0.037, -0.013], [0.322, 0.371, 0.023], [-0.556, -0.694, 0.217], [0.419, 0.027, -0.165], [-0.035, 0.456, -0.120], [0.206, -0.149, -0.707], [0.279, -0.393, 0.582], [0.022, 0.242, -0.578], [0.597, -0.280, 0.341], [-0.836, -0.240, -1.165], [0.260, 0.336, -0.268], [0.023, -0.082, 0.475], [-0.288, 0.014, -0.091], [1.060, -0.186, 0.149], [1.367, 2.470, -0.403], [-2.062, -2.261, 0.760], [0.487, -0.092, -0.066], [-0.259, 0.181, -0.382], [0.358, -0.757, 0.737], [0.599, 0.404, -0.839], [-0.651, -0.246, 0.863], [0.236, 0.207, -0.121], [0.274, 0.284, 0.067], [-0.155, -0.404, 0.063], [0.296, -0.306, -0.154], [-0.001, -0.395, 0.758], [-0.081, 0.739, -0.097], [-0.128, -0.256, -0.427], [-0.407, 1.078, 0.337], [-0.178, -0.829, 0.016], [-0.103, 0.658, -0.119], [0.178, -0.878, 0.097], [0.247, 0.709, -0.066], [-0.299, 0.203, 0.303], [-0.120, -0.081, 0.512], [0.720, -0.044, -0.117], [-0.225, -0.027, 0.045], [0.048, 0.114, 0.104], [-0.061, -0.088, -0.098], [-0.166, 0.059, 0.202], [-0.160, 0.031, 0.416], [-0.160, 0.159, -0.138], [0.102, -0.191, -0.218], [-0.137, -0.121, 0.214], [0.274, 0.013, 0.037], [-0.320, -0.057, 0.125], [0.012, 0.324, -0.145], [-0.292, 0.067, 0.222], [0.448, -0.182, 0.081], [0.014, 0.071, -0.133], [-0.234, 0.067, -0.100], [-0.286, 0.219, -0.051], [-0.137, 0.225, -0.339], [-0.389, 0.122, -0.135], [-0.142, -0.123, 0.243], [0.116, 0.269, 0.245], [0.086, 0.054, -0.260], [0.385, -0.111, -0.120], [0.028, -0.140, 0.198], [-0.017, -0.186, -0.099], [-0.299, 0.033, -0.099], [-0.342, 0.016, -0.180], [0.167, 0.203, 0.020], [0.232, 0.159, -0.417], [-0.066, -0.170, 0.135], [0.195, -0.187, 0.197], [-0.164, -0.262, -0.075], [-0.256, -0.001, 0.133], [0.165, 0.029, 0.225], [0.217, -0.355, -0.231], [0.306, -0.397, -0.142], [0.042, 0.189, -0.149], [0.040, 0.259, 0.260], [0.111, -0.121, -0.078], [0.044, 0.368, -0.043], [-0.260, 0.271, -0.036], [-0.272, -0.388, -0.038], [0.114, -0.098, -0.140], [0.212, -0.137, -0.166], [0.043, 0.078, 0.267], [0.242, 0.145, -0.310], [-0.269, -0.084, -0.133], [-0.428, 0.015, 0.000], [0.066, -0.002, 0.291], [-0.302, 0.100, 0.011]]}